C6H15F3MoN2O8PS | ωB97M-V with the def2-TZVPD basis set

The geometry in XYZ format:
```
37
Properties=species:S:1:pos:R:3:forces:R:3
H -0.552266 -2.556293 0.890959 -0.1 -0.2 0.3
H 2.571577 2.493984 1.648803 0.0 0.0 0.0
O -2.591906 -3.016536 -2.773985 -0.1 0.0 0.0
P -0.284916 1.122752 0.185577 0.0 0.4 -0.4
O 3.556165 -1.994240 0.674148 -0.4 0.1 -0.2
C 2.320507 -1.833620 0.524890 0.8 0.1 -0.2
O -0.731818 2.320886 -0.678135 0.1 -0.1 0.1
O 1.115019 1.274954 0.844527 0.0 0.0 -0.1
H 3.791617 -3.630213 1.974060 0.0 0.0 0.0
O -1.884892 -1.454009 -0.921684 -0.6 -0.2 0.2
O -0.662029 -1.411734 -2.832071 0.0 0.1 0.1
H -3.134756 1.194850 2.275600 0.0 0.0 0.0
N 0.060877 -1.736529 0.908723 -0.2 -1.0 2.3
H 3.956557 -1.982236 2.742420 0.0 0.0 0.0
S -2.107528 -1.751719 -2.434697 -0.1 0.0 0.0
H 1.484919 -2.478942 2.313110 -0.2 0.0 0.1
H -2.763983 2.509139 1.124301 0.0 0.0 0.0
H -3.272929 0.895581 0.518513 0.0 0.0 0.0
H -0.185832 4.083269 -1.586389 0.0 0.0 0.0
H 1.096712 2.841381 -1.613117 0.0 0.0 0.0
O -1.327862 0.988957 1.324397 0.0 -0.2 0.0
F -3.242739 -0.379236 -4.348288 0.1 -0.1 -0.1
N 1.351290 -2.101464 1.380423 -0.5 -0.2 0.6
O 1.866713 -1.345778 -0.593293 0.5 0.1 -0.6
C 4.171708 -2.614706 1.883829 0.0 0.0 0.0
F -4.361290 -0.439792 -2.495380 0.0 -0.1 0.0
H 1.038847 3.345554 1.304350 0.0 0.0 0.0
C 0.031479 3.030292 -1.728468 0.0 0.1 0.0
Mo 0.053798 -1.022806 -1.001895 1.1 1.6 -3.1
H -0.337032 2.693519 -2.692103 0.0 0.0 0.0
F -2.588559 0.800447 -2.652135 0.0 -0.2 0.0
H 5.230452 -2.615941 1.656043 0.0 0.0 0.0
H -0.362638 -1.039074 1.525524 0.0 -0.1 0.5
H 1.145068 2.238871 2.711609 0.0 0.0 0.0
C 1.491126 2.442217 1.703837 0.0 0.0 0.0
C -3.198749 -0.309781 -3.059637 0.0 0.3 0.1
C -2.742692 1.438008 1.295627 -0.1 0.1 0.1
```
Forces are in eV/Å.

Total charge: +3
2S+1: 1
Frontier orbital gap (spin up / spin down), eV: 8.02 / 8.04
Calculated total energy, hartree: -2055.28284

These are the Löwdin partial charges, in e, on atoms 1 to 6: H 0.170; H 0.110; O -0.097; P 0.553; O 0.133; C -0.469

***

C11H38N12O8 | ωB97M-V with the def2-TZVPD basis set

The geometry in XYZ format:
```
69
Properties=species:S:1:pos:R:3:forces:R:3
H -4.898968 -0.747497 5.578605 0.3 0.2 -0.3
O -4.749105 -1.583963 -2.021737 0.8 0.6 0.9
H -5.266944 1.003922 -1.384271 0.0 -0.4 -0.1
H 3.322273 5.732868 -1.958803 0.0 0.0 -0.4
H -2.156353 -1.625848 4.066679 0.4 -0.5 0.0
H -3.501948 0.762174 -1.313285 -0.1 0.0 -0.3
H -1.933521 -3.204199 4.737845 -0.4 0.2 0.0
H -1.421647 -2.755224 -3.895322 -0.2 -0.2 -0.8
H 4.288117 6.130374 -3.393397 -0.6 -0.3 0.4
H 8.276739 -1.095563 1.332458 -0.3 0.1 0.6
H -3.857667 -1.548069 -0.107693 0.2 0.4 0.0
H -4.384419 1.049527 0.120519 -0.1 -0.3 0.3
H -0.207669 -1.863030 -3.191289 0.6 -0.2 0.0
O -0.497668 -5.463550 1.033344 -1.0 0.6 0.1
C -6.005686 -1.238215 -0.012016 0.0 -0.5 0.1
H -0.566219 -0.115023 -4.337422 -0.1 0.5 0.2
N 1.391942 -1.122503 1.091639 0.4 -3.2 0.7
O 5.596927 -1.443761 -0.102915 -1.8 0.5 -0.7
C 5.036135 6.641484 -1.637793 0.6 0.6 -0.4
H -2.602484 -1.213275 -4.776413 -0.4 0.1 -0.1
H -6.866310 -0.984501 -0.630932 0.4 0.5 -0.5
O -2.055969 -0.850064 -5.477134 -0.8 0.0 -1.2
C 0.248907 5.661939 1.498687 -1.7 -0.3 -2.2
C -3.591537 -2.191772 5.309728 0.4 -2.3 0.7
H 0.054307 -0.845625 -5.703141 -0.7 -0.2 -0.9
H -0.020720 6.909727 2.860133 -0.2 1.9 -0.4
N 4.156970 6.100806 -2.392378 -4.6 -2.8 -2.2
H 6.823566 7.297766 -1.828758 0.1 0.3 -0.4
C 0.779611 0.032495 1.280358 -0.3 0.6 -1.8
C -0.766952 -0.960313 -4.995682 0.9 1.5 1.3
O -4.089742 -3.060297 5.946701 -2.1 -2.5 2.3
N -4.043002 -1.017563 5.115469 -2.8 5.3 -0.5
O 5.033255 6.751217 -0.466035 -0.4 -0.1 4.5
H 0.950837 1.884765 0.591142 0.4 -0.1 0.0
C -4.453489 0.529784 -0.835099 1.1 -0.7 0.3
H 0.396492 5.188450 3.382594 -0.1 -1.1 0.3
N 1.457155 1.020394 0.719978 1.6 2.7 -0.6
N 7.272575 -1.200196 1.304297 2.3 1.7 5.1
H -2.149865 -6.714733 -1.301467 0.6 0.5 -0.3
H 0.879537 -1.965645 1.307673 0.3 0.1 0.1
H 2.367963 0.876075 0.308038 -0.3 0.3 0.0
C -4.625737 -1.008082 -0.661401 -2.6 1.0 -1.4
H -3.462855 -0.401814 4.563766 -0.8 0.5 0.4
H -2.883454 -6.406361 1.704707 0.1 -0.2 -0.1
H 2.339041 -1.214823 0.753145 -0.3 0.1 0.1
C -1.414086 -5.964431 0.384543 1.7 -0.2 3.3
N -0.010621 4.846631 2.523812 0.3 -1.2 1.6
N 7.703258 -1.838294 -0.677137 2.5 -0.9 -3.2
H 8.648847 -1.898097 -0.327309 -0.2 -0.3 -0.8
H -3.012642 -7.231879 0.201588 0.2 0.4 0.4
H -0.574836 -5.933059 -1.370719 -0.3 -0.3 -0.2
N 0.234258 6.934729 1.883162 0.8 0.9 0.7
N -2.462624 -2.344432 4.706941 5.1 -0.9 -2.8
N -2.523096 -6.558592 0.773544 -3.9 -0.8 4.5
H -6.171426 -0.683817 0.911715 0.3 -0.3 0.2
H 0.142758 7.668388 1.195071 0.0 0.0 0.6
H 7.404852 -2.189524 -1.575848 0.5 0.1 0.2
H 6.759857 -0.777457 2.064898 -0.1 -0.1 -0.5
O 0.211194 5.256442 0.358680 0.8 -0.1 -1.3
H 6.092641 7.041340 -3.369005 -0.1 -0.1 0.4
H -5.224010 -2.413806 -1.935553 0.0 -0.1 0.0
H 0.229987 -2.742703 -4.704281 -0.2 -0.7 0.6
H -6.140539 -2.312515 0.113668 0.0 -0.1 0.6
N -1.384535 -6.236004 -0.848498 2.4 0.0 -7.7
C -0.541358 -2.178790 -4.179751 0.8 -0.7 1.0
H -0.001485 3.873854 2.252276 0.2 0.0 0.6
O -0.343993 0.232883 1.665673 -1.8 -0.5 1.5
N 5.984653 7.145680 -2.370234 5.0 2.3 -1.7
C 6.780532 -1.428804 0.139640 -3.0 -1.0 -0.7
```
Forces are in eV/Å.

Total charge: 0
2S+1: 1
Frontier orbital gap, eV: 9.78
SMILES: NC(N)=O.NC(N)=O.NC(N)=O.NC(N)=O.NC(N)=O.NC(N)=O.CC(C)O.CCO
Calculated total energy, hartree: -1700.95887

These are the Löwdin partial charges, in e, on atoms 1 to 6: H 0.128; O -0.092; H 0.081; H 0.128; H 0.104; H 0.070

***

C5H12N | ωB97M-V with the def2-TZVPD basis set

The geometry in XYZ format:
```
18
Properties=species:S:1:pos:R:3:forces:R:3
H 2.369088 -0.408753 -0.624092 1.7 0.7 -1.2
N -1.986380 1.257276 0.145532 1.2 -2.4 1.3
H 0.153790 -2.541130 0.754029 0.2 -1.4 -0.4
H -1.333432 -0.334404 -1.098100 -0.2 0.5 -0.4
H 0.636621 1.629143 0.074610 0.0 0.4 0.1
C 1.385226 -1.008734 1.005249 0.1 -0.3 -1.2
C -1.129238 0.739085 -1.001382 2.0 0.7 0.8
H -2.843763 0.614246 0.190094 0.3 0.7 0.4
H 0.921556 1.263815 -1.702375 -0.9 0.0 1.5
H -1.463989 1.358698 1.150099 -0.6 -0.7 -1.2
C 1.349966 -0.477900 -0.443623 -5.0 1.2 2.2
H -2.259164 2.187765 -0.016651 -1.0 2.0 -0.5
H 1.381933 -2.725066 2.155855 0.3 -1.2 2.3
H -1.417618 1.402248 -1.844435 0.2 -1.1 0.3
H 0.832447 -1.224189 -1.034244 0.4 -0.3 -0.4
C 1.010943 -2.247790 1.333138 -1.2 2.7 -2.0
C 0.438656 0.926007 -0.714867 1.6 -1.9 -1.9
H 1.953365 -0.410313 1.671159 0.9 0.4 0.6
```
Forces are in eV/Å.

Total charge: 0
2S+1: 2
Frontier orbital gap (spin up / spin down), eV: 4.78 / 10.21
Calculated total energy, hartree: -252.25749

These are the Löwdin partial charges, in e, on atoms 1 to 6: H 0.072; N -0.039; H 0.054; H 0.086; H 0.051; C -0.197

***

C5H4O | ωB97M-V with the def2-TZVPD basis set

The geometry in XYZ format:
```
10
Properties=species:S:1:pos:R:3:forces:R:3
C -1.057834 -0.839548 -0.115059 1.4 -2.6 -0.3
H 2.123045 0.100269 0.090603 0.0 1.3 0.2
H 1.053003 -1.670369 0.391598 -0.9 0.1 -0.1
O -1.970887 0.007844 0.592212 -0.2 1.0 -0.1
H -1.578842 -1.761827 -0.541744 1.2 1.2 0.7
C -1.527181 0.460593 -0.557387 -1.2 1.0 0.2
C 1.060223 0.407199 0.189817 1.4 -1.9 0.7
H 0.910050 2.422904 -0.528782 -0.3 0.4 1.0
C 0.401241 -0.791296 0.285317 -1.4 -1.1 -0.4
C 0.587179 1.664229 0.193425 0.0 0.6 -1.9
```
Forces are in eV/Å.

Total charge: 0
2S+1: 3
Frontier orbital gap (spin up / spin down), eV: 8.73 / 8.66
Calculated total energy, hartree: -267.86333

These are the Löwdin partial charges, in e, on atoms 1 to 6: C -0.312; H 0.111; H 0.103; O 0.028; H 0.153; C 0.047

***

C5H12NO2 | ωB97M-V with the def2-TZVPD basis set

The geometry in XYZ format:
```
20
Properties=species:S:1:pos:R:3:forces:R:3
C 2.254554 -0.962927 0.452423 0.7 0.1 0.0
H 3.537513 0.370194 1.666772 0.1 -0.1 -0.2
H 0.017150 -0.038388 -2.050536 0.2 0.1 0.0
H 0.218892 -1.596923 -1.252144 0.0 0.1 0.0
H 3.232382 -1.232624 2.389853 0.2 0.0 -0.1
N -2.415618 0.687102 1.023246 -0.2 -1.2 -0.8
C 2.809597 -0.433764 1.780932 -0.6 0.1 0.1
H -2.633674 1.618022 1.347238 0.1 0.0 -0.3
O -2.107256 -0.544232 -0.839357 0.0 -0.7 -1.1
H 1.822614 -1.955644 0.607669 -0.2 0.1 0.0
O -1.298290 1.560967 -0.697682 0.1 -0.8 -1.6
H 3.083072 -1.133479 -0.246947 0.0 0.0 0.1
C 1.265885 -0.026839 -0.222916 -0.4 -0.4 0.1
H 1.734039 0.943866 -0.397768 -0.1 0.0 -0.1
H 1.999502 0.006507 2.373511 0.0 -0.1 0.0
C -1.903368 0.590558 -0.286661 -0.5 2.9 3.6
H 1.561364 -0.939996 -2.144936 -0.1 0.2 -0.2
C 0.721220 -0.657197 -1.501610 0.6 -0.4 0.0
H 0.420798 0.142106 0.446147 0.2 0.2 0.2
H -3.076349 -0.025796 1.297662 0.0 0.0 0.2
```
Forces are in eV/Å.

Total charge: 0
2S+1: 2
Frontier orbital gap (spin up / spin down), eV: 11.74 / 7.10
Calculated total energy, hartree: -402.87958

These are the Löwdin partial charges, in e, on atoms 1 to 6: C -0.284; H 0.068; H 0.054; H 0.072; H 0.063; N 0.169

***

C9H14O | ωB97M-V with the def2-TZVPD basis set

The geometry in XYZ format:
```
24
Properties=species:S:1:pos:R:3:forces:R:3
H -2.319855 -0.136470 1.870391 -0.5 -0.3 0.0
C 0.631285 -2.129002 -3.154220 -1.4 0.6 -0.4
C 1.325348 1.250617 -0.586386 0.1 -0.7 0.7
C 0.763965 -1.060438 -0.822023 -1.0 -0.2 1.2
H -0.278964 -2.713881 -3.004729 0.4 -0.6 0.7
H -1.156497 0.113648 4.584235 0.4 -0.1 0.2
C -2.074135 0.102236 4.016826 0.3 0.7 0.1
H 1.548107 -2.704800 -3.209247 -0.1 -0.3 -0.1
C 1.036761 0.283611 -2.764367 0.9 1.2 0.5
C 1.297135 1.391689 -1.952878 -0.5 0.0 0.1
O 1.787638 2.284412 0.202904 -0.6 0.6 0.1
H 0.993421 0.124524 1.089861 0.0 -1.0 0.6
H -0.769233 0.368142 2.172835 -0.5 0.4 0.9
H 0.444862 -1.977150 -0.328206 0.2 -0.1 -0.3
H -2.526259 -0.882417 4.177306 0.0 0.3 -0.3
C 1.024476 0.016107 0.026900 0.2 1.4 -2.2
H -2.677068 0.883690 4.480032 -0.3 -0.3 0.1
H 1.311304 0.547539 -3.788647 -0.8 -1.0 -0.2
H 1.388173 2.378298 -2.394854 0.4 -0.1 0.1
C -1.803151 0.511534 2.568975 0.3 -0.8 -1.4
C 0.741665 -0.961321 -2.216123 1.0 0.5 -0.2
H -2.168299 1.494969 2.259513 0.3 0.1 0.5
H 0.339086 -1.703915 -4.118061 0.8 0.0 -0.3
H 1.140238 2.518379 0.889965 0.3 -0.3 -0.3
```
Forces are in eV/Å.

Total charge: 0
2S+1: 1
Frontier orbital gap, eV: 9.53
SMILES: Cc1ccc(O)cc1.CC
Calculated total energy, hartree: -426.53421

These are the Löwdin partial charges, in e, on atoms 1 to 6: H 0.054; C -0.059; C -0.330; C -0.039; H 0.077; H 0.051

***

C3H5NOS | ωB97M-V with the def2-TZVPD basis set

The geometry in XYZ format:
```
11
Properties=species:S:1:pos:R:3:forces:R:3
S -1.590370 -1.017009 -0.541458 0.4 0.4 0.2
H -2.509607 -0.322012 0.163436 0.2 -0.1 0.1
C 0.907103 -0.951017 1.389200 1.2 -0.8 1.3
H 0.147086 -1.657079 1.626969 -0.7 -0.2 0.1
O 0.534824 2.032592 -1.368767 -0.3 0.1 -0.3
H 1.825457 -1.033358 1.964741 -0.1 0.0 -0.1
N -0.294170 0.108504 -0.437966 0.2 0.1 -0.1
H -1.254624 1.127989 -1.967776 0.7 0.3 0.3
H 1.701973 0.589070 0.070454 -1.2 -0.8 0.9
C -0.326804 1.197038 -1.333893 -0.1 -0.9 0.5
C 0.859132 -0.074719 0.435059 -0.4 1.8 -2.8
```
Forces are in eV/Å.

Total charge: 0
2S+1: 1
Frontier orbital gap, eV: 9.83
SMILES: C=CN(S)C=O
Calculated total energy, hartree: -645.45412

These are the Löwdin partial charges, in e, on atoms 1 to 6: S 0.813; H -0.120; C -0.018; H 0.029; O 0.040; H 0.062

***

C3H9N5S | ωB97M-V with the def2-TZVPD basis set

The geometry in XYZ format:
```
18
Properties=species:S:1:pos:R:3:forces:R:3
H -2.243421 3.627321 -0.840633 0.0 -0.5 1.8
H 2.669077 -1.104187 -0.155728 0.3 -0.4 0.7
N -2.060791 0.709274 -0.022234 -0.8 0.8 -0.3
H 0.739155 0.221433 -0.046018 0.0 0.8 0.0
H 4.461577 -0.940514 -0.344588 -1.3 1.6 0.2
N -2.875471 -1.447193 -0.065115 3.1 -3.6 1.2
C -2.225864 1.847102 0.034091 0.8 -0.8 0.0
C -1.799966 -0.663724 0.080493 2.1 -1.0 0.5
N -2.196963 3.122484 0.100137 -2.0 2.5 1.0
S 2.786817 1.172367 -0.226799 1.1 0.3 -0.4
H -2.616955 -2.501664 0.133978 -1.3 2.8 -0.8
H -3.816000 -1.199163 -0.256138 -0.7 0.5 -0.1
N -0.521261 -0.884467 0.320652 -1.6 -0.2 0.1
N 1.284040 1.165688 -0.217445 0.3 -1.3 0.2
C 3.520535 -0.484245 0.143294 -0.9 -0.8 -4.8
H 3.700103 -0.381294 1.117856 0.5 -0.1 4.3
H -0.162064 -1.814211 0.620102 -1.1 0.6 -0.6
H -2.704847 3.571031 1.003041 1.5 -1.0 -2.8
```
Forces are in eV/Å.

Total charge: +2
2S+1: 1
Frontier orbital gap, eV: 8.14
Calculated total energy, hartree: -790.91969

These are the Löwdin partial charges, in e, on atoms 1 to 6: H 0.200; H 0.044; N 0.287; H 0.009; H 0.131; N 0.206

***

Ordered ΔE to the lowest compared entry with this formula, charge and spin results: 1.5, 114.3, 80.5, 66.2, 10.6, 24.2, 36.1, 78.8; unit kcal/mol.